1.
Entry from the OMol25 dataset: an isolated molecule of C25H26N6O4S at a distorted geometry (the ωB97M-V functional and the def2-TZVPD basis).

Each line ends with the Mulliken charge.
Geometry (Å):
H (1.994752, -0.228807, 0.961989)  0.1752
N (1.705602, 0.676296, 0.600434)  -0.6490
C (2.279437, 1.001100, -0.479978)  0.6080
C (2.139263, 2.278330, -1.145651)  0.3117
C (1.304305, 3.287841, -0.747435)  -0.2367
C (0.210357, 3.323203, 0.147369)  0.9187
C (-0.152207, 4.494053, 0.884508)  -1.5942
C (-1.259560, 4.207158, 1.618053)  0.9836
C (-1.987286, 5.045573, 2.607879)  -1.5891
N (-1.632349, 2.907367, 1.329159)  0.5767
C (-2.728247, 2.233669, 1.902966)  -1.0446
C (-2.519625, 1.039639, 2.589280)  -0.3117
C (-3.598155, 0.392250, 3.157525)  -1.0883
C (-4.879105, 0.912075, 3.059774)  -0.2202
C (-5.089575, 2.103750, 2.373450)  0.4926
O (-6.294695, 2.708315, 2.206729)  -0.4170
C (-7.437407, 2.103372, 2.763604)  -0.8982
C (-4.003980, 2.758782, 1.791160)  0.0595
C (-0.753909, 2.359896, 0.448737)  0.3701
C (-0.985844, 1.042731, -0.180782)  -1.7587
C (3.049851, 2.635513, -2.271216)  0.0700
O (3.020556, 3.719896, -2.810066)  -0.6277
N (3.938671, 1.668741, -2.725177)  -0.6367
C (3.974020, 0.534833, -2.157905)  0.8423
S (5.043275, -0.781805, -2.618787)  -0.1446
C (4.327648, -1.731056, -1.295099)  0.0539
C (4.764142, -3.116706, -1.006028)  -0.7794
C (3.591171, -4.006256, -0.570674)  0.9476
O (3.582370, -4.534281, 0.520607)  -0.6768
N (2.583985, -4.154722, -1.455369)  0.0804
C (2.520513, -3.692803, -2.823083)  -0.2575
C (2.368812, -4.907661, -3.752431)  -0.7296
O (1.242390, -5.677004, -3.413772)  -0.3650
C (1.325957, -6.141230, -2.083837)  -0.5505
C (1.437214, -4.973095, -1.101948)  -0.7462
N (3.427791, -1.114203, -0.641071)  -1.3481
N (3.214759, 0.128969, -1.099134)  0.8471
H (1.539768, 4.245016, -1.207063)  0.4584
H (0.396355, 5.414516, 0.892063)  0.5165
H (-1.324484, 5.824186, 2.976329)  0.4207
H (-2.856607, 5.527435, 2.159801)  0.2646
H (-2.329327, 4.442861, 3.447544)  0.3226
H (-1.520993, 0.642764, 2.677289)  0.5393
H (-3.445168, -0.532365, 3.693320)  0.3747
H (-5.698302, 0.382734, 3.518922)  0.4465
H (-7.612560, 1.109212, 2.340437)  0.3675
H (-7.361715, 2.028236, 3.852986)  0.3555
H (-8.270087, 2.755445, 2.505481)  0.2405
H (-4.183739, 3.671250, 1.246568)  0.6148
H (-0.699997, 1.082761, -1.230132)  0.4581
H (-2.028502, 0.744097, -0.095210)  0.4052
H (-0.348186, 0.294264, 0.296852)  0.3130
H (5.279964, -3.539545, -1.869259)  0.3826
H (5.461678, -3.108108, -0.163380)  0.2999
H (3.408932, -3.132182, -3.103047)  0.2823
H (1.641282, -3.046173, -2.934623)  0.1662
H (2.221468, -4.582882, -4.783481)  0.3393
H (3.279235, -5.524853, -3.690875)  0.3578
H (0.415607, -6.713495, -1.902329)  0.3506
H (2.200255, -6.799659, -1.969913)  0.3199
H (1.576867, -5.332199, -0.082339)  0.4417
H (0.533360, -4.357036, -1.159719)  0.2943

Atoms 1-3, force components in eV/Å:
H 0.168 -0.046 -0.235
N -0.066 0.073 0.374
C -0.026 -0.508 0.634

Computed properties:
**LUMO**: -0.3 eV
**Total energy**: -1995.9265 hartree
**2S+1**: 1
**Highest occupied orbital energy**: -7.8 eV
**SMILES string**: [H]/N=C1/C(=C\c2cc(C)n(-c3cccc(OC)c3)c2C)C(=O)N=C2SC(CC(=O)N3CCOCC3)=NN21
**Maximum force**: 1.08 eV Å⁻¹
**ΔE to the lowest compared entry with this formula, charge and spin**: 4.95 kcal/mol

2.
Entry from the OMol25 dataset: a 2-piece molecular cluster, C4H6S3 overall at a distorted geometry (the ωB97M-V functional and the def2-TZVPD basis).

Each line ends with the Mulliken charge.
Geometry (Å):
C (0.947750, -0.034283, 0.275462)  -0.1064
C (-0.264945, 0.900526, 0.939281)  -0.6021
C (-1.146482, 0.302594, -0.214032)  0.2934
C (-0.053994, -0.591260, -0.644439)  -0.2873
H (1.455496, -2.439776, 1.086496)  0.1604
H (1.642927, 0.771301, 0.026892)  0.2103
H (-0.568046, 0.330177, 1.963268)  0.2347
H (-0.094888, 2.049759, 0.931927)  0.3043
H (-2.053047, -0.211365, 0.351623)  0.2890
H (-0.579828, 0.414604, -2.999566)  0.1633
S (2.078765, -1.092006, 1.447088)  -0.1944
S (-1.580210, 1.534975, -1.708802)  -0.2477
S (0.216501, -1.935246, -1.455198)  -0.2176

Atoms 1-3, force components in eV/Å:
C 0.695 2.396 3.644
C 0.443 -1.696 1.005
C -2.364 1.245 0.468

Computed properties:
**LUMO**: -1.2 eV
**Total energy**: -1350.3699 hartree
**2S+1**: 1
**Highest occupied orbital energy**: -9.1 eV
**Maximum force**: 4.42 eV Å⁻¹
**ΔE to the lowest compared entry with this formula, charge and spin**: 111.17 kcal/mol

3.
Entry from the OMol25 dataset: C40H74Cl3FIMgN4O19P as an isolated structure at a distorted geometry (the ωB97M-V functional and the def2-TZVPD basis).

Each line ends with the Mulliken charge.
Geometry (Å):
C (4.743806, 5.152769, 1.460157)  -1.0104
C (4.915036, 3.631216, 1.897590)  -0.4483
C (3.671949, 3.266700, 2.811120)  -0.8875
C (2.706017, 2.178916, 2.153289)  1.1517
N (2.611761, 2.338279, 0.695137)  0.6088
C (1.391238, 1.722642, 0.136876)  -0.9120
O (1.582133, 1.786622, -1.289475)  -0.4133
C (2.906285, 1.370418, -1.682882)  -0.2090
C (2.816685, 0.769056, -3.154174)  0.5928
C (4.271234, 0.606280, -3.789559)  -0.6002
C (4.764297, -0.907577, -3.702750)  -0.5683
O (1.389836, 0.412213, 0.655912)  -0.0488
C (0.146408, -0.313610, 0.551185)  2.6737
C (0.184798, -1.098582, -0.830503)  0.6417
C (0.420024, -2.664860, -0.759623)  -0.5538
C (-0.916959, -3.517302, -0.502494)  -0.3103
C (-0.758682, -4.522417, 0.715099)  0.2850
O (0.092268, -5.374035, 0.667464)  -0.5788
O (-1.672832, -4.349262, 1.740125)  -0.2996
C (-1.328233, -5.100861, 2.919568)  -0.4516
C (-0.279770, -4.364988, 3.854026)  -0.4712
P (0.173830, -1.498460, 2.037199)  0.8531
O (1.781597, -2.062290, 2.234628)  -0.2971
O (-0.066830, -0.535859, 3.442477)  -0.5361
C (-1.166461, 0.522324, 0.748559)  -1.8478
C (-2.491794, -0.335337, 0.531048)  -1.4363
N (-1.196244, 1.846433, 0.070164)  0.8748
C (-1.550063, 1.872483, -1.375748)  0.3079
C (-2.839454, 2.807835, -1.548843)  -0.2902
O (-3.873558, 2.601842, -0.994029)  -0.4228
I (-2.795631, 4.535588, -2.888120)  0.1196
C (0.106506, 2.564818, 0.429646)  0.5614
C (0.125060, 4.042348, -0.081041)  0.3871
C (-0.897800, 4.706606, 0.892953)  0.0280
O (-2.064773, 4.877542, 0.660826)  -0.3932
O (-0.375236, 5.051146, 2.151413)  -0.3721
C (-0.801698, 4.085652, 3.119155)  0.4219
C (-2.319320, 3.970822, 3.694321)  -0.5639
O (0.068867, 3.319955, 3.564843)  -0.3914
H (5.644031, 5.555141, 0.931371)  0.3546
H (4.533907, 5.746386, 2.394957)  0.3258
H (3.805895, 5.257959, 0.835249)  0.1552
H (5.839863, 3.544049, 2.521952)  0.4156
H (5.045398, 2.969985, 1.005575)  0.2590
H (4.092943, 2.774421, 3.739604)  0.1946
H (3.107278, 4.168284, 3.156187)  0.3993
H (3.233255, 1.187561, 2.335983)  -0.0630
H (1.729382, 2.109639, 2.694310)  -1.0051
H (2.710165, 3.302047, 0.381961)  0.3724
H (3.321726, 0.535029, -1.051863)  -0.0134
H (3.636778, 2.229921, -1.717904)  0.5269
H (2.131184, 1.429227, -3.773232)  -0.3737
H (2.439854, -0.281780, -3.015580)  -0.0763
H (4.159059, 0.831345, -4.882244)  0.2309
H (4.992138, 1.325750, -3.316060)  0.3530
H (4.329100, -1.353197, -2.745789)  -0.1125
H (5.875301, -0.999401, -3.734048)  0.3694
H (4.271223, -1.440791, -4.562549)  0.2759
H (1.038804, -0.692780, -1.445967)  -1.6098
H (-0.727529, -0.957268, -1.470227)  0.0896
H (0.720493, -2.961291, -1.808518)  0.7312
H (1.271182, -2.992600, -0.112271)  0.0774
H (-1.087434, -4.192697, -1.390736)  0.4486
H (-1.831378, -2.881275, -0.422575)  0.1649
H (-2.271896, -5.155781, 3.536692)  0.3362
H (-1.046225, -6.166631, 2.718039)  0.3427
H (-0.648827, -3.309845, 4.026506)  0.0607
H (0.733584, -4.269750, 3.385751)  0.0679
H (-0.217467, -4.836073, 4.871879)  0.4604
H (2.310493, -1.800606, 1.448864)  0.1489
H (0.758766, 0.006458, 3.486748)  -0.1595
H (-1.212351, 0.781952, 1.858530)  -0.1009
H (-2.649534, -0.629870, -0.536886)  0.1133
H (-2.499746, -1.267842, 1.144531)  0.3403
H (-3.333930, 0.370300, 0.789810)  0.5070
H (-1.929905, 2.390235, 0.570712)  0.7425
H (-1.842897, 0.899070, -1.832558)  0.3203
H (-0.779734, 2.329922, -2.050757)  0.5052
H (0.067890, 2.657872, 1.559669)  -1.3600
H (1.090636, 4.585401, 0.058985)  0.3781
H (-0.180317, 4.200637, -1.143758)  0.0615
H (-2.930376, 3.267728, 3.069782)  0.0575
H (-2.769203, 4.980941, 3.863090)  0.3971
H (-2.224953, 3.479721, 4.697685)  0.1457
O (1.466631, 1.466406, 4.776181)  -0.1595
H (1.365170, 1.503668, 5.739892)  0.5542
H (0.757215, 2.082540, 4.447555)  0.2864
C (4.828595, -3.770802, 6.851740)  -1.0877
C (5.591097, -2.572357, 6.350076)  0.7175
O (6.635185, -2.218700, 6.834906)  -0.5394
N (5.055792, -1.859699, 5.287572)  -0.1413
C (3.836998, -2.113859, 4.576806)  -1.4125
H (5.371703, -4.219691, 7.680182)  0.2997
H (3.840438, -3.469018, 7.210062)  0.2928
H (4.730750, -4.515602, 6.058790)  0.3575
H (5.622937, -1.070614, 5.005742)  0.2173
H (4.074698, -2.267326, 3.524902)  0.3083
H (3.201215, -1.224184, 4.665564)  0.6066
H (3.305903, -2.983656, 4.961326)  0.6076
F (-1.503430, 1.919595, 3.457569)  -0.8081
Mg (2.167646, -0.389675, 5.506259)  1.0894
O (-0.355179, 6.420549, -4.886573)  -0.6013
H (-0.559260, 7.314028, -4.586746)  0.3262
H (-1.014589, 5.867928, -4.450901)  0.1808
C (-6.889180, 4.138838, 3.092533)  -1.0215
C (-5.436087, 4.091955, 3.373996)  0.4525
N (-4.297037, 4.056502, 3.586970)  -0.4256
H (-7.298695, 3.128957, 3.095401)  0.2802
H (-7.393696, 4.730988, 3.855584)  0.3097
H (-7.063039, 4.591919, 2.116354)  0.2878
C (0.839941, 1.392202, -6.805093)  -0.0981
Cl (-0.167833, 1.082228, -5.384127)  -0.0346
Cl (2.170816, 2.481806, -6.399587)  -0.1033
Cl (1.457031, -0.125593, -7.465999)  -0.1350
H (0.224787, 1.871030, -7.560543)  0.4439
C (5.544857, -3.943527, -0.385263)  -0.6295
O (4.762702, -2.969805, -1.072186)  -0.4236
H (6.463179, -3.471941, -0.039586)  0.2543
H (4.989600, -4.327851, 0.475506)  0.1977
H (5.793383, -4.763903, -1.060942)  0.3017
H (3.957670, -3.409210, -1.368833)  0.2340
C (-3.297396, -2.786419, -4.699833)  -1.2237
C (-4.434583, -3.087351, -5.337328)  0.3464
C (-4.572354, -2.905308, -6.815631)  0.9393
O (-5.615780, -3.208523, -7.356332)  -0.5839
C (-3.431253, -2.359330, -7.548945)  -0.8597
C (-2.295939, -2.055351, -6.911321)  0.2244
C (-2.149800, -2.263629, -5.435967)  1.2373
O (-1.091578, -1.991472, -4.891537)  -0.5893
O (-1.234917, -1.548787, -7.570765)  -0.5107
O (-5.501626, -3.566573, -4.680637)  -0.5428
H (-3.184988, -2.915983, -3.631856)  0.5471
H (-3.549388, -2.216004, -8.614215)  0.4568
H (-0.542572, -1.415693, -6.893627)  0.1768
H (-6.188376, -3.703440, -5.363281)  0.3408
C (-7.801230, -2.311159, -2.183264)  -0.7668
C (-9.006449, -3.070134, -1.660573)  -0.2791
O (-8.783041, -4.473069, -1.742276)  -0.5040
H (-7.596009, -2.586296, -3.218980)  0.1376
H (-7.965994, -1.232415, -2.130799)  0.3475
H (-6.906789, -2.558923, -1.603796)  0.2389
H (-9.891011, -2.837576, -2.253769)  0.2941
H (-9.210986, -2.806370, -0.617624)  0.2536
H (-8.006713, -4.676865, -1.209203)  0.2854

Atoms 1-3, force components in eV/Å:
C -0.334 -0.617 0.419
C -0.229 1.268 0.356
C 0.061 -1.317 -0.008

Computed properties:
**LUMO**: -9.8 eV
**Total energy**: -5535.7645 hartree
**2S+1**: 1
**Charge**: +2
**Highest occupied orbital energy**: -12.6 eV
**Maximum force**: 8.46 eV Å⁻¹